Record 1
The following is a quantum chemistry calculation of 2 unconnected molecules or ions with the total composition C3H10N2O3 at a distorted geometry, from the OMol25 dataset.

Charge: 0
E_HOMO, eV: -9.0
SMILES: N=C(O)O.CNOC
Gap between HOMO and LUMO, Ha: 0.3512
Energy above the lowest of the compared OMol25 structures with the same formula, charge and spin, eV: 3.861
E_LUMO, eV: 0.59

Last column: Löwdin charge in e.
Cartesian coordinates (Å):
N  0.84465  1.69251  -1.19010  0.12
C  1.48025  0.65552  -0.73534  -0.65
O  1.74298  -0.35450  -1.58027  0.07
O  2.43182  0.78222  0.21397  0.08
H  0.87246  2.39641  -0.44626  0.06
H  1.17986  -0.19886  -2.35622  0.13
H  3.15443  0.17189  0.00466  0.12
C  -0.24287  -1.82903  0.83610  -0.10
N  -0.16498  -0.37891  0.79666  -0.06
O  -1.56522  0.22858  1.15104  -0.20
C  -2.17915  0.77805  0.00152  -0.14
H  0.46882  -2.27320  0.13634  0.07
H  0.00224  -2.21126  1.83260  0.08
H  -1.22862  -2.20251  0.54435  0.09
H  0.31442  -0.04714  1.63435  0.11
H  -1.75644  1.76211  -0.22595  0.06
H  -3.23856  0.93340  0.23632  0.08
H  -2.11607  0.09471  -0.85377  0.08

Atoms 1-6, force components in eV/Å:
N -0.22 -1.59 1.63
C 1.25 3.88 -3.04
O -0.52 -0.91 0.30
O -0.27 -0.93 0.82
H 0.01 0.03 -0.42
H 0.10 -0.03 0.22

=====

Record 2
The following is a quantum chemistry calculation of 2 unconnected molecules or ions with the total composition C3H10N2O3, from the OMol25 dataset.

Charge: 0
E_HOMO, eV: -9.4
SMILES: NCCNC(=O)O.O
Gap between HOMO and LUMO, Ha: 0.3705
Energy above the lowest of the compared OMol25 structures with the same formula, charge and spin, eV: 0.244
E_LUMO, eV: 0.65

Last column: Löwdin charge in e.
Cartesian coordinates (Å):
N  0.45680  1.86714  0.65279  -0.01
C  -0.35091  0.91980  1.43586  -0.26
C  0.16252  -0.49271  1.21246  -0.19
N  -0.37443  -1.04070  -0.03854  0.08
C  0.33426  -1.88398  -0.85029  -0.62
O  0.10489  -2.00783  -2.02421  0.09
O  1.26854  -2.57334  -0.15630  0.10
H  1.33562  2.07884  1.10987  0.07
H  -0.01712  2.75018  0.52386  0.06
H  -0.39447  1.19093  2.48692  0.10
H  -1.35332  0.96198  1.01027  0.11
H  -0.06227  -1.15892  2.04516  0.12
H  1.24675  -0.47259  1.12869  0.11
H  -0.84696  -0.32975  -0.58002  0.09
H  1.63852  -3.24043  -0.74772  0.12
O  -0.92991  0.80446  -2.49994  -0.05
H  -1.84433  1.10059  -2.53874  0.04
H  -0.37415  1.52633  -2.17011  0.04

Atoms 1-6, force components in eV/Å:
N 0.01 0.03 -0.18
C 0.19 0.16 -0.73
C 0.37 -0.54 -0.05
N 0.14 0.61 0.35
C -0.62 0.51 0.25
O 0.33 -0.60 -0.25

=====

Copy entry 2 word for word.
The following is a quantum chemistry calculation of 2 unconnected molecules or ions with the total composition C3H10N2O3, from the OMol25 dataset.

Charge: 0
E_HOMO, eV: -9.4
SMILES: NCCNC(=O)O.O
Gap between HOMO and LUMO, Ha: 0.3705
Energy above the lowest of the compared OMol25 structures with the same formula, charge and spin, eV: 0.244
E_LUMO, eV: 0.65

Last column: Löwdin charge in e.
Cartesian coordinates (Å):
N  0.45680  1.86714  0.65279  -0.01
C  -0.35091  0.91980  1.43586  -0.26
C  0.16252  -0.49271  1.21246  -0.19
N  -0.37443  -1.04070  -0.03854  0.08
C  0.33426  -1.88398  -0.85029  -0.62
O  0.10489  -2.00783  -2.02421  0.09
O  1.26854  -2.57334  -0.15630  0.10
H  1.33562  2.07884  1.10987  0.07
H  -0.01712  2.75018  0.52386  0.06
H  -0.39447  1.19093  2.48692  0.10
H  -1.35332  0.96198  1.01027  0.11
H  -0.06227  -1.15892  2.04516  0.12
H  1.24675  -0.47259  1.12869  0.11
H  -0.84696  -0.32975  -0.58002  0.09
H  1.63852  -3.24043  -0.74772  0.12
O  -0.92991  0.80446  -2.49994  -0.05
H  -1.84433  1.10059  -2.53874  0.04
H  -0.37415  1.52633  -2.17011  0.04

Atoms 1-6, force components in eV/Å:
N 0.01 0.03 -0.18
C 0.19 0.16 -0.73
C 0.37 -0.54 -0.05
N 0.14 0.61 0.35
C -0.62 0.51 0.25
O 0.33 -0.60 -0.25

=====

- Among the records above, which one has the highest E_HOMO?
  number 1

=====

- charge of number 2 (C3H10N2O3)?
  0

=====

- Number 1 is which compound?
  C3H10N2O3